--- a ---
Below is one molecule with the formula C4H5FO2, with properties calculated with wB97M-V/def2-TZVPD.

Lowest unoccupied orbital energy (eV): 0.893
HOMO-LUMO gap (eV): 10.89
Highest occupied orbital energy (eV): -10.00
2S+1: 1

```
12
Properties=species:S:1:pos:R:3:nbo_charge:R:1
C -1.72 -0.73 0.00 0.78
C -0.91 0.63 -0.04 0.47
C 1.28 -0.58 -0.09 -0.61
C 0.58 0.76 0.08 -0.47
O -2.12 -1.70 -0.51 -0.51
O -1.62 -0.02 1.09 -0.46
F -1.57 1.73 -0.46 -0.32
H 1.05 -1.24 0.74 0.21
H 2.35 -0.45 -0.14 0.22
H 0.94 -1.06 -1.01 0.22
H 0.89 1.46 -0.71 0.24
H 0.84 1.21 1.04 0.23
```

=====

--- b ---
Below is one molecule with the formula C4H5FO2, with properties calculated with wB97M-V/def2-TZVPD.

Lowest unoccupied orbital energy (spin up / spin down) (eV): -0.491 / -0.490
HOMO-LUMO gap (spin up / spin down) (eV): 6.99 / 6.99
Highest occupied orbital energy (spin up / spin down) (eV): -7.48 / -7.48
2S+1: 1

```
12
Properties=species:S:1:pos:R:3:nbo_charge:R:1
C 1.30 -0.06 0.37 -0.47
C 1.20 1.29 0.15 0.25
C 0.21 -1.02 -0.10 -0.56
C -1.07 -0.31 -0.05 0.99
O 0.07 1.85 -0.18 -0.69
O -1.99 -0.34 -0.97 -0.60
F -1.65 0.17 1.14 -0.32
H 2.23 -0.40 0.64 0.21
H 1.98 1.94 0.31 0.16
H 0.21 -1.51 -1.08 0.24
H 0.15 -1.87 0.57 0.28
H -2.65 0.26 -0.78 0.52
```

=====

Of them, a has the highest stability.

=====

--- a ---
Below is a 9-piece molecular cluster, C12H42O9 overall, with properties calculated with wB97M-V/def2-TZVPD.

Lowest unoccupied orbital energy (eV): 0.190
HOMO-LUMO gap (eV): 9.42
Highest occupied orbital energy (eV): -9.23
2S+1: 1

```
63
Properties=species:S:1:pos:R:3:nbo_charge:R:1
C 5.35 -0.81 -1.55 -0.62
C 4.32 -0.75 -0.43 -0.06
O 4.61 -1.65 0.66 -0.75
H 5.38 -1.83 -1.97 0.20
H 6.36 -0.56 -1.19 0.21
H 5.08 -0.10 -2.30 0.20
H 3.33 -0.81 -0.92 0.15
H 4.42 0.26 -0.06 0.15
H 3.86 -1.64 1.26 0.50
C -1.65 -1.73 -0.09 -0.63
C -2.64 -1.50 -1.21 -0.05
O -3.73 -2.26 -0.91 -0.71
H -0.78 -1.10 -0.32 0.21
H -1.21 -2.71 -0.08 0.23
H -1.98 -1.39 0.91 0.21
H -2.22 -1.73 -2.22 0.13
H -3.00 -0.51 -1.31 0.15
H -4.27 -2.26 -1.70 0.46
C -2.71 2.04 -2.10 -0.63
C -3.04 1.48 -3.47 -0.07
O -1.94 1.78 -4.30 -0.72
H -3.33 1.75 -1.37 0.21
H -2.76 3.15 -2.14 0.21
H -1.64 1.87 -1.80 0.22
H -3.99 1.87 -3.79 0.16
H -3.19 0.37 -3.51 0.14
H -2.33 1.68 -5.17 0.47
C 1.49 -3.28 -0.72 -0.25
O 0.75 -4.39 -0.35 -0.72
H 2.17 -3.58 -1.51 0.15
H 2.15 -2.97 0.06 0.20
H 0.79 -2.55 -1.05 0.16
H 0.35 -4.75 -1.16 0.46
C 2.11 -0.55 3.43 -0.24
O 2.35 -1.02 2.16 -0.77
H 1.03 -0.36 3.56 0.16
H 2.64 0.39 3.69 0.16
H 2.38 -1.33 4.14 0.18
H 1.95 -0.48 1.49 0.50
C 1.12 1.01 -3.04 -0.28
O 0.51 -0.08 -2.38 -0.75
H 2.26 0.91 -3.05 0.17
H 0.84 1.97 -2.58 0.18
H 0.89 1.25 -4.05 0.19
H -0.01 -0.52 -3.09 0.49
C -3.79 2.06 2.08 -0.25
O -2.93 0.94 2.26 -0.73
H -3.45 2.73 1.30 0.17
H -3.83 2.69 2.97 0.17
H -4.78 1.81 1.74 0.17
H -3.44 0.12 2.17 0.48
C -0.56 1.73 4.56 -0.24
O -0.08 0.86 5.54 -0.73
H -0.09 1.59 3.60 0.18
H -0.51 2.82 4.91 0.15
H -1.63 1.61 4.46 0.17
H -0.70 0.79 6.26 0.47
C 0.46 1.45 0.88 -0.27
O 1.35 0.58 0.21 -0.75
H 1.07 1.90 1.65 0.18
H -0.45 1.07 1.36 0.19
H 0.26 2.27 0.20 0.17
H 1.00 0.39 -0.63 0.50
```

=====

--- b ---
Below is a 9-piece molecular cluster, C12H42O9 overall, with properties calculated with wB97M-V/def2-TZVPD.

Lowest unoccupied orbital energy (eV): 0.161
HOMO-LUMO gap (eV): 10.01
Highest occupied orbital energy (eV): -9.85
2S+1: 1

```
63
Properties=species:S:1:pos:R:3:nbo_charge:R:1
C -2.64 -1.94 1.62 -0.64
C -3.44 -0.79 2.24 -0.06
O -4.81 -1.12 2.36 -0.71
H -2.77 -2.87 2.18 0.19
H -1.60 -1.64 1.50 0.21
H -3.01 -2.14 0.60 0.20
H -3.35 0.09 1.60 0.20
H -2.95 -0.50 3.18 0.15
H -4.87 -1.86 2.97 0.46
C 1.79 0.84 -4.48 -0.64
C 2.58 0.77 -3.18 -0.07
O 1.66 0.40 -2.14 -0.79
H 1.33 -0.12 -4.68 0.22
H 2.45 1.04 -5.33 0.21
H 1.12 1.70 -4.41 0.22
H 3.09 1.69 -2.88 0.19
H 3.37 0.01 -3.22 0.16
H 1.29 -0.47 -2.42 0.52
C -1.23 0.37 5.94 -0.63
C -0.42 -0.26 4.83 -0.06
O 0.12 0.76 4.00 -0.76
H -2.12 0.82 5.50 0.21
H -0.70 1.17 6.45 0.22
H -1.55 -0.37 6.68 0.21
H -1.05 -0.96 4.27 0.15
H 0.40 -0.84 5.28 0.15
H 0.60 0.31 3.28 0.50
C -1.86 0.85 -3.34 -0.64
C -2.21 2.29 -3.67 -0.06
O -3.54 2.37 -4.20 -0.73
H -0.82 0.83 -3.00 0.21
H -1.86 0.21 -4.22 0.21
H -2.48 0.47 -2.53 0.21
H -1.51 2.73 -4.39 0.16
H -2.13 2.88 -2.74 0.17
H -4.11 2.71 -3.51 0.47
C -1.03 -2.55 -1.68 -0.64
C 0.19 -3.27 -2.23 -0.07
O 1.06 -2.25 -2.76 -0.76
H -0.79 -1.83 -0.90 0.22
H -1.65 -3.27 -1.14 0.22
H -1.66 -2.03 -2.40 0.22
H -0.11 -3.99 -2.98 0.18
H 0.73 -3.69 -1.37 0.17
H 1.81 -2.68 -3.19 0.48
C 4.48 1.52 1.53 -0.63
C 4.12 1.24 0.09 -0.06
O 3.35 0.03 0.00 -0.79
H 5.14 2.37 1.59 0.22
H 4.94 0.63 1.96 0.21
H 3.59 1.72 2.14 0.22
H 5.02 1.03 -0.51 0.16
H 3.66 2.10 -0.40 0.17
H 2.80 0.08 -0.83 0.51
O -0.21 0.83 0.24 -0.98
H 0.19 0.25 0.91 0.49
H 0.29 0.67 -0.58 0.49
O -1.80 2.31 2.28 -0.98
H -1.34 1.89 3.03 0.48
H -1.36 1.95 1.50 0.49
O 1.56 -0.70 1.97 -1.01
H 2.17 -0.28 1.32 0.51
H 2.03 -1.49 2.26 0.49
```

=====

Of them, b has the highest stability.

=====

--- a ---
Below is a 2-piece molecular cluster, CH2ClO3S overall, with properties calculated with wB97M-V/def2-TZVPD.

Lowest unoccupied orbital energy (spin up / spin down) (eV): 3.015 / 3.353
HOMO-LUMO gap (spin up / spin down) (eV): 6.52 / 8.62
Total charge: -1
Highest occupied orbital energy (spin up / spin down) (eV): -3.50 / -5.27
2S+1: 1

```
8
Properties=species:S:1:pos:R:3:nbo_charge:R:1
C -2.04 -0.27 -0.11 -0.35
O 2.53 0.56 -1.17 -0.99
O 2.70 -1.15 0.62 -0.99
O 0.71 0.34 0.50 -1.01
S 2.14 0.15 0.19 2.00
Cl -3.08 1.07 0.14 -0.05
H -1.41 -0.14 -0.97 0.19
H -1.54 -0.58 0.80 0.20
```

=====

--- b ---
Below is an isolated ion of composition CH2ClO3S and charge -1, with properties calculated with wB97M-V/def2-TZVPD.

Lowest unoccupied orbital energy (eV): 3.571
HOMO-LUMO gap (eV): 8.02
Total charge: -1
Highest occupied orbital energy (eV): -4.45
2S+1: 1

```
8
Properties=species:S:1:pos:R:3:nbo_charge:R:1
C 0.15 -0.22 1.15 -0.10
O -1.32 1.01 -1.19 -1.03
O -0.40 -0.61 -2.77 -1.00
O 0.37 -0.75 -0.27 -0.79
S -0.07 0.39 -1.68 1.65
Cl 1.63 0.56 1.77 -0.16
H -0.48 0.71 1.11 0.23
H 0.12 -1.09 1.87 0.20
```

=====

Of them, b has the highest stability.

=====

--- a ---
Below is a 2-piece molecular cluster, C3H3Br2N overall, with properties calculated with wB97M-V/def2-TZVPD.

Lowest unoccupied orbital energy (spin up / spin down) (eV): -1.203 / -1.208
HOMO-LUMO gap (spin up / spin down) (eV): 6.86 / 6.86
Highest occupied orbital energy (spin up / spin down) (eV): -8.06 / -8.06
2S+1: 1

```
9
Properties=species:S:1:pos:R:3:nbo_charge:R:1
C 0.59 -0.50 -0.69 0.12
C 0.46 2.03 -0.65 -0.24
C -0.57 -1.28 1.38 -0.21
N 0.01 -0.90 0.27 -0.27
Br 0.15 2.27 -2.51 0.02
Br 0.50 -2.44 2.46 0.06
H 0.66 -0.74 -1.71 0.22
H -0.53 2.12 -0.26 0.08
H -1.27 -0.56 1.71 0.22
```

=====

--- b ---
Below is C3H3Br2N as an isolated structure, with properties calculated with wB97M-V/def2-TZVPD.

Lowest unoccupied orbital energy (spin up / spin down) (eV): -0.724 / -1.133
HOMO-LUMO gap (spin up / spin down) (eV): 8.43 / 8.82
Highest occupied orbital energy (spin up / spin down) (eV): -9.16 / -9.95
2S+1: 1

```
9
Properties=species:S:1:pos:R:3:nbo_charge:R:1
C 0.51 1.12 -0.32 0.12
C 0.40 -0.43 -0.59 -0.39
C -0.82 -0.15 0.37 0.04
N -0.61 1.22 0.32 -0.43
Br 1.85 -1.44 0.11 0.05
Br -2.54 -0.84 -0.05 0.10
H 1.08 1.88 -0.60 0.19
H 0.17 -0.88 -1.53 0.25
H -0.03 -0.47 2.29 0.06
```

=====

Of them, b has the highest stability.